[1]
9
Properties=species:S:1:pos:R:3:forces:R:3:nbo_charge:R:1 method="wB97M-V/def2-TZVPD" de_lowest_kj_mol=366.3 gap_ev="8.63 / 7.79" homo_ev="-9.309 / -9.351"
C 0.304 1.790 -0.069 2.0 3.1 0.5 -0.287
C 1.197 1.449 0.815 -1.6 -1.2 0.4 -0.224
C 0.380 -0.707 1.876 -1.4 1.4 -2.2 0.643
F -0.077 -1.264 0.695 1.1 0.5 2.2 -0.335
F -0.696 -0.541 2.691 2.1 -0.2 -1.0 -0.315
Br -0.149 3.543 -1.024 1.0 -1.2 1.0 -0.043
Br 2.471 2.352 1.696 0.8 0.5 0.5 0.177
H -0.439 1.218 -0.384 -2.9 -2.8 -1.2 0.209
H 1.346 -1.054 2.292 -1.0 -0.1 -0.2 0.176

***

[2]
61
Properties=species:S:1:pos:R:3:forces:R:3:mulliken_charge:R:1 method="wB97M-V/def2-TZVPD" de_lowest_kj_mol=0.0 gap_ev=5.38 homo_ev=-3.808 total_charge=-1
C -5.172 4.630 5.304 0.2 -0.1 -0.1 -1.266
C -5.692 4.522 3.872 0.2 0.0 0.0 -0.401
C -4.550 4.378 2.864 -0.1 0.2 0.0 -0.366
C -4.984 4.578 1.410 0.0 0.0 0.0 -0.472
C -3.882 5.023 0.424 -0.1 -0.1 0.0 -1.311
In -1.777 4.361 0.785 0.0 -0.3 0.2 0.922
B -1.460 2.245 -0.076 0.0 0.2 -0.1 0.403
O -2.540 1.360 -0.061 0.4 -0.3 0.3 -0.691
N -0.214 1.686 -0.675 -0.5 -0.3 -0.1 -0.263
C -0.427 1.238 -2.052 0.1 0.2 0.1 -0.904
C 0.215 0.555 0.147 0.2 0.1 -0.1 -0.884
C -0.446 5.961 -0.155 0.0 0.1 0.2 0.327
F -1.165 7.165 -0.294 0.0 -0.1 0.0 -0.329
F -0.006 5.676 -1.443 -0.1 0.1 0.0 -0.283
C 0.811 6.421 0.580 0.1 0.0 -0.1 0.013
F 1.820 5.514 0.437 -0.1 0.0 0.1 -0.261
F 0.570 6.553 1.915 0.0 0.0 -0.1 -0.234
H -4.526 5.506 5.402 -0.1 0.0 0.1 0.311
H -4.549 3.765 5.545 -0.1 0.0 0.1 0.296
H -5.975 4.694 6.040 0.0 0.0 0.0 0.385
H -6.377 3.671 3.792 -0.1 0.1 -0.1 0.271
H -6.245 5.432 3.616 -0.1 -0.1 0.1 0.322
H -3.783 5.121 3.104 0.0 0.0 0.0 0.263
H -4.072 3.401 2.987 0.1 0.1 0.0 0.229
H -5.791 5.326 1.422 0.0 0.0 -0.1 0.352
H -5.452 3.657 1.039 0.0 0.0 0.1 0.212
H -4.149 4.642 -0.566 0.0 0.1 0.0 0.413
H -3.898 6.115 0.349 0.1 0.0 0.0 0.358
H -1.424 4.338 2.526 0.0 0.1 0.0 -0.441
H -3.143 1.591 0.649 -0.3 0.3 -0.3 0.281
H 0.494 0.809 -2.446 0.0 0.1 -0.1 0.254
H -1.211 0.467 -2.122 0.0 0.0 -0.1 0.239
H -0.722 2.094 -2.664 0.0 0.0 0.0 0.335
H -0.411 -0.339 -0.002 0.0 0.0 0.0 0.226
H 0.170 0.827 1.206 0.1 0.0 0.0 0.303
H 1.245 0.287 -0.107 0.0 0.0 0.0 0.236
H 1.163 7.391 0.211 0.0 0.0 -0.1 0.163
C 3.287 -2.725 -1.561 0.0 0.0 0.0 -1.202
C 1.918 -2.491 -2.159 0.0 0.0 0.1 0.646
O 1.498 -1.374 -2.398 0.1 -0.1 -0.1 -0.577
N 1.152 -3.590 -2.415 0.0 0.0 0.0 -0.130
C 1.491 -4.978 -2.192 -0.2 0.1 0.0 -0.554
H 3.751 -1.754 -1.419 0.0 0.0 0.0 0.291
H 3.211 -3.232 -0.599 0.0 0.0 0.0 0.346
H 3.907 -3.341 -2.213 0.0 0.0 0.0 0.345
H 0.247 -3.365 -2.798 0.0 0.0 0.0 0.234
H 1.465 -5.539 -3.130 0.0 0.0 0.0 0.271
H 0.781 -5.437 -1.497 0.0 0.0 0.0 0.284
H 2.490 -5.069 -1.782 -0.1 0.0 0.0 0.056
C 6.329 -7.206 -1.144 0.0 0.0 0.0 -1.380
C 4.941 -7.086 -1.729 0.0 0.0 0.0 0.804
O 4.446 -6.003 -1.989 0.2 -0.1 0.0 -0.587
N 4.251 -8.236 -1.957 0.0 0.0 0.0 -0.147
C 4.673 -9.597 -1.709 0.0 0.0 0.0 -0.879
H 6.727 -6.203 -1.028 0.0 0.0 0.0 0.291
H 6.305 -7.696 -0.169 0.0 0.0 0.0 0.375
H 6.985 -7.779 -1.800 0.0 0.0 0.0 0.385
H 3.334 -8.085 -2.349 0.0 0.0 0.0 0.212
H 4.687 -10.178 -2.634 0.0 0.0 0.0 0.289
H 4.004 -10.092 -1.003 0.0 0.0 0.0 0.290
H 5.674 -9.606 -1.290 0.0 0.0 0.0 0.328

***

[3]
115
Properties=species:S:1:pos:R:3:forces:R:3:mulliken_charge:R:1 method="wB97M-V/def2-TZVPD" de_lowest_kj_mol=0.0 gap_ev=6.55 homo_ev=-10.490 total_charge=+1
Ca -0.440 -1.188 2.493 -0.5 2.1 -1.9 1.321
O 0.713 1.985 0.000 -0.5 -1.1 0.0 -0.114
C 0.161 0.989 0.706 -0.1 -1.0 1.2 0.334
O -0.256 1.168 1.884 0.3 0.7 0.6 -0.844
O 0.094 -0.190 0.250 0.3 -0.6 -0.5 -0.090
H 0.984 1.553 -0.847 0.2 0.5 -0.1 -0.141
C -5.113 -0.744 2.291 -0.4 -0.2 -0.2 -0.861
C -4.726 0.285 1.235 0.8 0.5 0.4 -0.055
C -3.320 0.711 1.701 -0.9 0.6 -1.0 -0.676
O -2.739 -0.447 2.295 0.4 -0.5 0.3 0.226
C -3.781 -1.369 2.697 -0.1 -0.2 -0.7 -0.325
H -5.750 -1.521 1.867 -0.1 0.1 0.1 0.461
H -5.647 -0.287 3.123 0.1 0.0 0.1 0.322
H -5.340 1.184 1.199 -0.3 -0.2 0.1 0.552
H -4.689 -0.126 0.229 0.1 -0.2 0.1 -0.432
H -3.385 1.542 2.406 0.1 -0.2 0.3 0.561
H -2.757 1.066 0.839 0.5 -0.3 0.2 -0.068
H -3.695 -1.609 3.757 0.0 0.2 0.0 0.149
H -3.626 -2.277 2.101 0.0 -0.1 0.2 0.239
C -1.167 -0.591 6.908 -0.1 0.0 0.6 -0.688
C -0.950 0.878 6.494 0.0 -0.5 0.5 -0.555
C -1.279 0.897 5.007 0.3 1.7 0.2 -0.502
O -0.961 -0.416 4.542 0.0 -0.4 0.4 0.068
C -1.281 -1.351 5.603 0.6 -0.9 -0.2 -0.546
H -2.065 -0.730 7.510 -0.1 0.1 -0.1 0.300
H -0.352 -0.960 7.531 0.1 0.0 -0.2 0.302
H 0.095 1.145 6.654 0.0 -0.1 -0.3 0.242
H -1.503 1.562 7.134 -0.3 0.0 -0.3 0.410
H -0.634 1.660 4.566 0.1 -0.5 -0.6 0.123
H -2.286 1.181 4.692 -0.2 -0.4 0.4 0.278
H -0.554 -2.168 5.489 0.1 0.1 0.3 0.423
H -2.253 -1.838 5.481 -0.2 0.5 -0.2 0.220
C 3.730 4.762 -0.894 0.1 -0.4 0.2 -0.333
C 4.438 4.885 -2.236 -0.1 0.1 -0.1 -0.213
C 3.400 5.625 -3.061 0.1 0.9 0.5 -0.668
O 2.151 5.085 -2.647 0.1 -0.6 -0.6 -0.428
C 2.237 4.739 -1.266 0.6 0.8 0.0 0.310
H 3.978 5.607 -0.250 -0.1 0.1 0.0 0.320
H 4.023 3.856 -0.359 0.0 0.0 0.0 0.218
H 4.591 3.917 -2.714 0.2 -0.1 0.2 -0.212
H 5.390 5.401 -2.118 0.0 0.0 -0.3 0.427
H 3.558 5.565 -4.138 -0.4 -0.4 0.0 0.388
H 3.392 6.699 -2.821 0.2 0.0 0.0 0.353
H 1.822 3.753 -1.070 -0.3 0.2 -0.2 -0.444
H 1.715 5.529 -0.718 -0.2 -0.3 0.1 0.469
C 2.770 3.705 2.462 0.1 -0.2 -1.1 -0.136
C 2.735 3.706 3.963 -0.7 -0.3 0.8 -0.173
C 2.214 5.102 4.295 0.4 0.1 -0.4 -0.613
O 1.354 5.453 3.210 -0.2 0.0 0.3 -0.499
C 1.579 4.597 2.095 0.5 0.0 -0.2 0.396
H 2.644 2.728 1.989 -0.1 -0.1 0.3 0.040
H 3.718 4.065 2.052 -0.1 0.4 0.2 0.297
H 3.673 3.438 4.448 0.0 0.1 0.0 0.428
H 1.964 3.004 4.305 0.2 -0.2 0.0 -0.216
H 3.053 5.805 4.357 -0.1 0.1 0.0 0.287
H 1.650 5.171 5.224 0.0 -0.1 0.0 0.330
H 1.786 5.209 1.215 0.0 0.0 0.2 -0.133
H 0.704 3.982 1.870 -0.1 0.1 0.2 -0.101
C -4.739 -1.865 -1.850 -1.0 0.6 -0.3 -0.791
C -3.409 -1.150 -2.071 0.7 -0.3 0.4 -0.793
C -2.468 -1.848 -1.046 -1.1 1.4 -0.2 2.502
O -3.001 -3.136 -0.916 0.7 -0.9 -0.1 -0.411
C -4.428 -3.096 -1.014 0.9 -0.1 -0.2 -0.357
H -5.192 -2.119 -2.809 0.1 -0.2 0.0 0.371
H -5.493 -1.239 -1.364 0.2 0.1 0.1 0.317
H -3.448 -0.065 -1.974 -0.1 0.0 0.2 0.376
H -3.020 -1.359 -3.067 -0.1 0.0 0.0 0.466
H -2.507 -1.342 -0.070 -0.1 0.2 0.0 -1.281
H -1.434 -1.762 -1.377 0.1 -0.8 0.0 -0.760
H -4.821 -3.092 0.008 -0.3 0.2 -0.1 0.151
H -4.741 -4.006 -1.525 0.0 -0.1 0.2 0.364
C 1.396 -3.069 -0.721 0.2 0.1 0.4 -1.166
C 1.331 -4.590 -0.588 -0.1 0.1 -0.1 -0.623
N 0.092 -5.197 -1.086 -0.1 0.1 -0.7 0.304
C -0.138 -4.789 -2.485 0.0 0.7 0.0 0.374
C -1.488 -5.219 -3.067 0.8 -0.7 -0.1 -1.639
C 0.238 -6.646 -1.110 -0.3 -0.8 0.7 -0.535
C 0.432 -7.279 0.265 0.9 -0.3 0.1 -1.349
H 2.200 -2.656 -0.104 0.2 -0.3 -0.1 0.610
H 0.511 -2.531 -0.358 -0.2 -0.3 -0.3 0.075
H 1.608 -2.765 -1.743 -0.1 0.2 0.0 0.196
H 2.184 -5.037 -1.125 0.2 0.1 0.0 0.395
H 1.458 -4.853 0.462 -0.1 -0.1 0.0 0.347
H -0.110 -3.702 -2.585 0.1 0.0 0.4 -0.532
H 0.715 -5.150 -3.082 -0.1 -0.1 -0.2 0.599
H -1.341 -6.124 -3.663 -0.3 0.0 0.1 0.433
H -2.170 -5.437 -2.251 -0.3 0.2 -0.1 0.302
H -1.872 -4.455 -3.738 -0.2 0.0 0.1 0.364
H 1.052 -6.992 -1.770 0.3 0.4 0.1 0.405
H -0.634 -7.134 -1.555 -0.2 0.4 0.0 0.379
H 1.321 -6.915 0.788 -0.1 0.3 -0.1 0.334
H 0.680 -8.336 0.132 -0.4 -0.1 0.0 0.438
H -0.401 -7.176 0.958 -0.2 0.0 -0.2 0.268
C 0.429 2.966 -3.913 -0.4 0.1 -0.5 -1.410
C 1.641 2.037 -3.993 -0.8 0.6 -0.3 -0.413
N 1.658 1.000 -2.970 0.4 -0.1 0.7 1.419
C 0.471 0.155 -2.989 -0.9 -0.5 -0.9 -0.310
C 0.247 -0.625 -4.301 0.5 -0.9 0.6 -1.568
C 2.887 0.203 -3.032 0.2 0.1 0.3 -0.179
C 4.143 0.985 -2.685 0.0 0.0 0.0 -1.452
H 0.579 3.863 -4.516 0.3 -0.1 -0.1 0.436
H 0.149 3.363 -2.938 0.2 -0.4 0.2 0.130
H -0.435 2.465 -4.361 -0.1 0.0 0.2 0.360
H 1.571 1.603 -5.002 0.4 -0.2 0.0 0.336
H 2.546 2.637 -3.971 0.1 -0.1 0.3 0.245
H 0.484 -0.617 -2.218 0.5 0.3 0.3 -0.329
H -0.407 0.761 -2.756 0.0 0.1 -0.1 0.574
H -0.564 -1.356 -4.210 -0.5 0.6 0.0 0.326
H 0.154 -0.017 -5.194 -0.1 -0.1 -0.1 0.347
H 1.079 -1.333 -4.400 0.3 0.4 -0.4 0.362
H 3.037 -0.262 -4.015 -0.2 -0.1 0.0 0.379
H 2.787 -0.581 -2.276 -0.1 -0.2 -0.2 -0.063
H 4.006 1.496 -1.729 0.1 0.1 0.0 0.079
H 4.418 1.704 -3.455 -0.1 0.1 0.1 0.366
H 4.992 0.305 -2.602 -0.1 -0.1 0.1 0.504

***

[4]
65
Properties=species:S:1:pos:R:3:forces:R:3:nbo_charge:R:1 method="wB97M-V/def2-TZVPD" de_lowest_kj_mol=24.7 spin_multiplicity=2 s_squared=0.75 gap_ev="7.27 / 7.42" homo_ev="-14.095 / -14.137" total_charge=+2
Ti 0.224 -0.257 0.380 -0.6 0.4 0.3 1.439
N 1.635 -2.044 3.662 0.0 0.1 0.1 -0.761
C 1.611 -1.268 2.572 0.4 -0.4 -0.1 0.292
S 0.617 0.206 2.663 -0.1 -0.2 -0.3 -0.190
N 2.323 -1.669 1.535 -0.1 0.5 -0.2 -0.397
N 2.162 -0.790 0.460 0.2 -0.5 0.5 -0.420
C 3.100 -0.168 -0.146 -0.1 0.8 -0.6 0.324
C 4.541 -0.288 0.096 -0.2 -0.2 0.0 -0.097
C 5.333 0.846 0.266 0.1 0.1 0.0 -0.193
C 6.686 0.703 0.532 -0.1 0.0 0.0 -0.201
C 7.245 -0.566 0.603 0.1 0.0 0.0 -0.151
C 6.458 -1.697 0.428 0.0 0.0 0.0 -0.199
C 5.101 -1.563 0.189 0.1 0.0 0.1 -0.164
C 2.508 0.838 -1.130 0.3 -0.5 0.6 0.173
C 3.270 1.540 -2.026 -0.2 0.2 -0.3 -0.200
C 2.635 2.484 -2.846 0.4 -0.1 0.0 -0.093
C 1.280 2.690 -2.730 -0.3 -0.1 0.2 -0.216
C 0.572 1.937 -1.797 0.1 0.1 -0.2 0.100
N 1.163 1.032 -1.019 0.4 0.0 0.0 -0.566
H 1.244 -1.716 4.527 0.0 0.0 0.0 0.423
H 2.285 -2.815 3.689 0.0 0.0 0.0 0.424
H 4.902 1.839 0.227 0.0 0.0 0.0 0.221
H 7.303 1.578 0.682 0.0 0.0 0.0 0.239
H 8.304 -0.675 0.800 0.0 0.0 0.0 0.239
H 6.900 -2.682 0.485 0.0 0.0 0.0 0.238
H 4.480 -2.441 0.073 0.0 0.0 0.0 0.227
H 4.332 1.359 -2.098 0.0 0.0 0.0 0.265
H 3.220 3.045 -3.564 0.0 0.0 0.0 0.254
H 0.755 3.413 -3.338 0.0 0.0 0.0 0.256
H -0.494 2.070 -1.666 -0.1 0.0 0.0 0.227
N -2.580 -0.643 -1.144 0.0 0.2 0.0 -0.876
P -2.300 0.395 0.197 0.2 -0.8 0.0 1.032
C -3.276 -0.324 1.531 -0.2 0.2 0.1 -0.324
C -2.816 -1.513 2.099 0.0 -0.1 0.1 -0.213
C -3.539 -2.143 3.096 -0.1 0.0 0.0 -0.185
C -4.730 -1.583 3.546 0.1 0.0 0.0 -0.159
C -5.191 -0.400 2.990 0.0 0.0 0.0 -0.193
C -4.469 0.230 1.984 -0.1 0.0 0.0 -0.193
C -3.017 1.964 -0.270 0.0 0.1 -0.1 -0.434
C -3.536 2.196 -1.543 -0.1 0.1 0.0 -0.142
C -4.054 3.445 -1.860 0.0 -0.1 0.0 -0.212
C -4.042 4.461 -0.916 0.0 0.1 0.0 -0.164
C -3.504 4.240 0.346 0.0 0.0 0.0 -0.187
C -2.986 2.998 0.670 0.0 0.0 0.0 -0.191
C -1.731 -1.656 -1.528 -0.1 0.1 -0.2 0.444
C -2.133 -2.525 -2.552 0.1 0.0 0.1 -0.276
C -1.294 -3.540 -2.927 0.0 -0.1 -0.1 -0.074
C -0.050 -3.694 -2.298 -0.1 0.0 0.0 -0.270
C 0.288 -2.800 -1.330 0.0 0.2 0.2 0.086
N -0.525 -1.774 -0.938 -0.2 0.0 0.0 -0.659
H -3.513 -0.719 -1.523 -0.1 0.0 0.0 0.426
H -1.897 -1.983 1.770 0.1 0.0 -0.1 0.202
H -3.173 -3.068 3.521 0.0 0.0 0.0 0.232
H -5.296 -2.070 4.330 0.0 0.0 0.0 0.240
H -6.119 0.038 3.333 0.0 0.0 0.0 0.239
H -4.855 1.146 1.556 0.0 0.0 0.0 0.229
H -3.538 1.419 -2.297 0.0 0.0 0.0 0.209
H -4.470 3.619 -2.844 0.0 0.0 0.0 0.238
H -4.452 5.431 -1.164 0.0 0.0 0.0 0.241
H -3.488 5.036 1.079 0.0 0.0 0.0 0.241
H -2.569 2.839 1.659 0.0 -0.1 0.0 0.229
H -3.099 -2.389 -3.019 0.0 0.0 0.0 0.242
H -1.598 -4.223 -3.710 0.0 0.0 0.0 0.251
H 0.628 -4.492 -2.561 0.0 0.0 0.0 0.256
H 1.227 -2.861 -0.798 0.1 -0.1 0.0 0.224